1.
19
Properties=species:S:1:pos:R:3:forces:R:3 method="wB97M-V/def2-TZVPD" homo_lumo_gap_ha=0.308 e_above_lowest_kcal_mol=65.4 total_charge=+1
C 0.75041 0.69265 3.22247 -1.02 -0.23 0.54
C -0.19964 0.20229 2.17950 -0.57 0.66 -0.65
C -0.47020 0.86884 1.04546 1.75 0.13 -0.36
N -0.70213 0.18393 -0.17855 -1.24 0.50 0.38
C -1.27826 0.74069 -1.17611 -0.11 0.12 -0.02
H 0.66640 1.75263 3.45629 0.07 0.09 -0.23
H 1.75263 0.46508 2.86048 0.06 0.06 0.10
H 0.55832 0.13648 4.13578 0.28 0.06 0.16
H -0.78954 -0.69844 2.33075 0.95 -0.68 -0.18
H -0.34488 1.93388 0.88755 0.46 0.05 0.16
H -0.30803 -0.75139 -0.32180 -0.92 -0.72 0.19
H -1.82980 0.15034 -1.89691 0.91 -0.22 -0.52
H -1.26256 1.82344 -1.25068 -0.67 0.03 0.41
H 2.32269 0.75376 -2.22301 0.05 -0.05 -0.12
H 1.06657 0.37909 -3.03068 0.26 0.11 -0.15
O 1.62029 0.09877 -2.29454 -0.36 -0.06 0.15
H 0.41735 -2.07064 -2.28329 0.01 -0.24 0.06
H -0.74979 -3.03175 -1.85248 0.31 0.24 -0.01
O -0.29161 -2.20491 -1.64239 -0.21 0.17 0.08



2.
26
Properties=species:S:1:pos:R:3:forces:R:3 method="wB97M-V/def2-TZVPD" homo_lumo_gap_ha=0.398 e_above_lowest_kcal_mol=0.0
Li -0.14912 0.91800 -0.23178 -0.01 0.73 -0.10
B -1.73637 2.74529 -0.88669 -0.44 0.13 -0.67
F -1.02351 2.59121 0.33816 0.14 -0.19 0.08
F -3.07605 2.99777 -0.67177 0.36 -0.08 0.07
F -1.12745 3.71501 -1.68083 0.02 -0.20 0.21
F -1.57826 1.45596 -1.55174 -0.01 0.10 0.33
O 1.24852 1.44956 -1.70592 0.28 -0.25 0.23
H 1.68333 0.71962 -2.15411 0.03 0.02 -0.11
H 1.18570 2.15612 -2.35618 -0.29 0.14 0.07
C -0.33956 -1.10633 2.45924 -0.32 -0.37 0.17
C 0.89776 -0.99942 1.60530 0.44 0.18 -0.20
C 0.68860 -1.67007 0.25722 0.11 -0.28 -0.02
O -0.30950 -0.96479 -0.45128 0.14 -0.07 0.18
C -0.65242 -1.51360 -1.71119 0.31 0.19 -0.16
N 1.23916 0.42621 1.37461 0.11 -0.44 0.04
H -0.23982 -0.59291 3.41433 0.08 0.10 -0.02
H -0.53819 -2.16001 2.68025 -0.01 0.11 -0.02
H -1.20616 -0.71144 1.93152 -0.03 0.11 0.05
H 1.73173 -1.53501 2.07697 -0.08 0.01 0.10
H 0.38483 -2.71350 0.41300 -0.04 0.05 -0.03
H 1.62979 -1.69554 -0.31493 -0.08 0.12 -0.03
H -1.40046 -0.84640 -2.12598 -0.18 -0.18 -0.04
H -1.00616 -2.53740 -1.59197 -0.16 -0.02 -0.07
H 0.21585 -1.50982 -2.38737 -0.05 -0.09 0.13
H 2.18304 0.48484 0.99899 -0.10 0.06 -0.13
H 1.29470 0.89665 2.27214 -0.22 0.13 -0.07